The following is a DFT calculation (ωB97M-V/def2-TZVPD) of a molecular structure, C14H34NbO29S7 in a non-equilibrium geometry.

Each line ends with the Löwdin charge.
Geometry (Å):
1 Nb 0.40634 -1.24010 -1.06664  1.025
2 S -4.96406 -0.82350 3.73054  0.673
3 S 0.88074 7.31676 -0.25938  0.685
4 S -6.90864 -4.37130 -0.53491  0.677
5 S 1.01946 -4.12823 -4.90314  0.649
6 S -0.78945 -4.78932 1.74249  0.644
7 S 4.92835 -0.19359 0.29303  0.640
8 S 6.01909 5.98174 -0.04941  0.679
9 O 4.93463 7.19477 -0.16313  -0.192
10 O -0.45083 -4.48204 -5.51430  -0.202
11 O -5.34743 -1.58085 2.33866  -0.203
12 O 1.83483 8.35392 -0.57626  -0.251
13 O 1.93980 -5.17048 -5.29441  -0.254
14 O -1.57343 -5.90696 1.27062  -0.253
15 O 5.64035 5.13237 1.05582  -0.245
16 O 5.26888 -1.37667 1.05164  -0.255
17 O 0.84759 -3.70269 -3.53182  -0.331
18 O 5.63572 5.22439 -1.44129  -0.194
19 O -5.35781 -4.60263 -0.98419  -0.184
20 O 0.12735 6.60438 -1.26737  -0.219
21 O 6.24007 0.77324 0.24277  -0.202
22 O -5.34279 -1.67287 4.83577  -0.246
23 O 1.60733 6.21927 0.70264  -0.193
24 O -7.69262 -5.48893 -1.00678  -0.243
25 O 7.34312 6.54530 -0.19247  -0.238
26 O -0.57012 -4.95085 3.34988  -0.201
27 O -0.99695 -0.37510 0.29317  -0.614
28 O 0.76138 -5.02065 1.29322  -0.198
29 O -6.68932 -4.53283 1.07248  -0.205
30 O -1.13727 -3.41222 1.47090  -0.295
31 O 3.99719 0.76203 1.23120  -0.204
32 O -0.16987 7.90140 0.84282  -0.192
33 O -6.04851 0.38954 3.61682  -0.200
34 O -3.64003 -0.25993 3.58748  -0.226
35 O 1.31394 -2.80739 -5.81229  -0.196
36 O 4.34473 -0.24602 -1.02721  -0.270
37 O -7.25646 -2.99420 -0.80650  -0.253
38 C -5.36615 -5.00137 1.32723  -0.166
39 C -4.52091 -4.48836 0.16443  -0.163
40 C -0.93009 -3.35762 -6.24830  -0.183
41 C 4.81745 1.76083 1.83316  -0.179
42 C 0.75304 -5.41939 3.60463  -0.182
43 C 0.31807 -2.69734 -6.82783  -0.183
44 C -6.53679 -1.00823 1.79761  -0.177
45 C -0.22035 7.00887 1.95350  -0.171
46 C 4.43296 7.24399 -1.49680  -0.180
47 C 1.18109 6.41196 2.05037  -0.165
48 C -6.55019 0.43876 2.28315  -0.173
49 C 4.44636 5.79700 -1.98234  -0.156
50 C 5.91918 2.04029 0.81443  -0.193
51 C 1.59828 -4.90639 2.44183  -0.176
52 H 2.51687 -5.48275 2.30853  0.137
53 H 1.87449 7.11005 2.53039  0.134
54 H 0.72939 -6.51378 3.62197  0.127
55 H 5.11210 7.86513 -2.09033  0.135
56 H -1.63207 -3.67391 -7.02351  0.130
57 H 1.84864 -3.84839 2.57331  0.129
58 H -5.87104 1.05989 1.68962  0.136
59 H 5.55882 2.69388 0.01348  0.114
60 H 3.43158 7.68061 -1.51624  0.091
61 H 6.80466 2.48573 1.27573  0.132
62 H -7.55157 0.87537 2.26371  0.134
63 H 3.59024 5.24073 -1.58716  0.136
64 H -1.12723 -1.08734 0.99478  -0.056
65 H 5.23186 1.34527 2.75777  0.128
66 H 1.10969 -5.04866 4.56932  0.133
67 H 4.23059 2.65226 2.06709  0.129
68 H -3.60232 -5.06473 0.03112  0.121
69 H -4.27055 -3.43036 0.29591  0.136
70 H 1.18881 5.46241 2.59219  0.143
71 H 1.49345 0.21935 -0.91352  -0.184
72 H -1.44004 -2.68889 -5.54681  0.135
73 H -0.71159 -2.70742 -1.10706  -0.161
74 H -0.96355 6.23566 1.73183  0.138
75 H -6.53117 -1.07752 0.70654  0.125
76 H 1.58091 -2.04469 -2.19728  -0.162
77 H -7.39291 -1.56451 2.19279  0.135
78 H -0.51029 7.54078 2.86277  0.137
79 H 1.34660 -1.97315 0.31828  -0.166
80 H 0.67337 -3.23480 -7.71296  0.125
81 H 4.45198 5.72771 -3.07341  0.141
82 H -5.00950 -4.63063 2.29192  0.137
83 H -5.38980 -6.09576 1.34457  0.133
84 H -0.41655 -0.47224 -2.48697  -0.201
85 H 0.14891 -1.64801 -7.08388  0.134

2S+1 = 1
E = -151831.49053 eV
Kohn-Sham gap = 6.071 eV
E_HOMO = -0.1581 hartree
LUMO level = 1.77 eV
net charge = -1

***

The following is a DFT calculation (ωB97M-V/def2-TZVPD) of 9 unconnected molecules or ions with the total composition C14H34O15 in a non-equilibrium geometry.

Each line ends with the natural charge from an NBO analysis.
Geometry (Å):
1 O -3.01321 -3.15061 -2.37724  -0.936
2 O -2.66347 2.05219 -4.38667  -0.958
3 O 0.20260 0.13573 -0.12885  -0.488
4 O 3.18709 -2.92369 1.66769  -0.739
5 O -0.94298 -2.10724 3.06771  -0.571
6 O 0.48232 2.33457 -0.39148  -0.474
7 O 4.17952 -1.47359 -2.70899  -0.606
8 O 3.01806 0.31018 3.54426  -0.952
9 O -3.97967 2.79473 -2.02612  -0.957
10 O 1.81389 1.21213 1.00290  -0.614
11 O -1.24669 5.82634 -1.82457  -0.736
12 O -2.78930 -2.33758 1.78980  -0.482
13 O 5.04591 -2.72007 -1.05030  -0.490
14 O -2.43112 -0.45091 2.87209  -0.490
15 O 5.21527 -0.52927 -0.94890  -0.497
16 C 1.94325 -2.31303 1.33222  -0.250
17 C 5.38631 -0.09372 1.37412  -0.628
18 C 0.92600 1.22964 0.21228  0.990
19 C -0.67710 0.47249 -1.20163  0.059
20 C -1.93915 -1.68216 2.58630  0.976
21 C -3.77771 -0.35029 2.47992  -0.090
22 C -4.02912 -1.65266 1.71346  0.064
23 C 4.76285 -1.57314 -1.66832  0.976
24 C 5.88049 -0.96502 0.23570  0.071
25 C -2.10449 -0.00509 -0.99925  -0.636
26 C -0.56480 1.97804 -1.30359  -0.103
27 C -5.13530 -2.53378 2.33348  -0.638
28 C 5.54009 -2.46132 0.26806  -0.128
29 C -0.01624 5.58709 -2.52490  -0.258
30 H 4.31305 0.07381 1.41305  0.244
31 H 1.58198 -1.57831 2.05057  0.174
32 H -4.84308 -3.58289 2.25098  0.240
33 H -4.00829 3.64704 -1.57152  0.494
34 H 6.45744 -3.02615 0.43256  0.176
35 H -1.49863 2.46916 -1.03313  0.198
36 H -3.99959 0.52820 1.86542  0.180
37 H -6.08959 -2.39422 1.83038  0.220
38 H -3.18320 2.44177 -3.65255  0.494
39 H 4.80778 -2.75146 1.02058  0.250
40 H 3.10581 -3.32799 2.53591  0.472
41 H -0.24406 -0.03515 -2.06939  0.196
42 H -4.44997 -0.23176 3.33351  0.189
43 H -2.86732 -3.73216 -3.13232  0.476
44 H -2.65828 0.56016 -0.24958  0.204
45 H -2.68128 0.08299 -1.92635  0.206
46 H -3.19676 -2.28974 -2.76776  0.462
47 H -0.16750 5.01404 -3.44850  0.166
48 H 2.45925 0.63534 2.82409  0.492
49 H 6.95938 -0.80294 0.13785  0.173
50 H -2.14949 -1.08460 -0.83406  0.246
51 H -4.54517 2.21663 -1.50144  0.480
52 H 5.81215 0.90312 1.23908  0.215
53 H 2.07663 -1.83745 0.36246  0.189
54 H 2.78969 -0.62190 3.62193  0.460
55 H -4.27792 -1.50634 0.66205  0.189
56 H 0.56737 4.96680 -1.84812  0.189
57 H -1.52578 6.71994 -2.03790  0.467
58 H 1.17864 -3.07976 1.17936  0.174
59 H -5.24356 -2.40713 3.41244  0.213
60 H 5.70938 -0.47497 2.34459  0.216
61 H -0.30072 2.27148 -2.31896  0.213
62 H -2.60135 1.11602 -4.17784  0.453
63 H 0.43969 6.50845 -2.88655  0.174

2S+1 = 1
E = -45781.46119 eV
SMILES = C[C@H]1COC(=O)O1.C[C@H]1COC(=O)O1.C[C@H]1COC(=O)O1.CO.CO.O.O.O.O
Kohn-Sham gap = 9.628 eV
E_HOMO = -0.3682 hartree
LUMO level = -0.39 eV
net charge = 0

***

The following is a DFT calculation (ωB97M-V/def2-TZVPD) of a molecular structure, C14H35F2N8O11S2Tl in a non-equilibrium geometry.

Each line ends with the Löwdin charge.
Geometry (Å):
1 Tl -0.37566 -0.16248 0.35060  1.450
2 S -1.83628 -0.73789 -3.02778  0.502
3 S -2.50982 1.61833 -2.33667  0.534
4 F -1.48482 2.52884 -1.49985  -0.200
5 F -1.33158 -2.06392 -2.24535  -0.204
6 O 1.18765 1.40014 -1.49195  -0.031
7 O 2.39069 -0.06417 0.80861  -0.084
8 O -0.64333 -2.94323 0.46754  -0.053
9 O -1.49556 -1.09056 2.77525  -0.053
10 O 1.17945 -1.55801 -1.38784  -0.044
11 O 0.19080 2.52796 0.68097  -0.036
12 O -2.24007 2.07305 -3.64761  -0.197
13 O -0.77538 -0.64765 -3.98225  -0.259
14 O -2.32224 1.43413 1.49799  -0.027
15 O -3.16433 -1.05591 -3.40787  -0.189
16 O -3.76548 1.83370 -1.73076  -0.208
17 N -0.55263 -4.71229 -0.91474  0.216
18 N 2.39826 2.82319 0.96596  0.225
19 N -2.28527 -0.53858 4.80471  0.194
20 N -1.98480 3.25890 2.79857  0.204
21 N 2.36206 -3.46879 -1.16813  0.194
22 N 1.55820 0.99517 -3.69844  0.230
23 N 4.22634 -0.17182 2.13787  0.210
24 N -1.76906 0.24221 -1.80623  -0.318
25 C -2.73394 2.49023 1.98181  -0.527
26 C -4.18445 2.87290 1.77692  0.047
27 C -3.03688 -2.60945 3.77319  0.017
28 C -1.14717 -4.00326 0.05994  -0.541
29 C -2.15696 -1.38464 3.76885  -0.554
30 C 4.48110 -0.42079 -0.27159  0.039
31 C -2.47726 -4.48025 0.56732  0.035
32 C 3.61105 -0.22315 0.93995  -0.553
33 C 1.77696 -2.68957 -3.39217  0.031
34 C 1.60245 1.75513 -2.61198  -0.517
35 C 1.15618 3.27885 0.87015  -0.535
36 C 2.25957 3.10998 -2.70058  0.037
37 C 0.92440 4.76195 1.01431  0.052
38 C 1.71502 -2.53515 -1.90160  -0.566
39 H -1.74025 0.30660 4.85037  0.115
40 H 2.54676 -3.42299 -3.64420  0.092
41 H -2.60605 -5.55854 0.56359  0.096
42 H 0.80422 -2.95034 -3.80809  0.099
43 H 2.80661 3.22677 -3.63426  0.091
44 H 2.23172 -3.57666 -0.17486  0.131
45 H -1.01536 2.98199 2.73044  0.097
46 H -0.94118 -5.57172 -1.26104  0.129
47 H 2.09757 -1.80701 -3.94233  0.088
48 H -3.24200 -3.96330 -0.01288  0.111
49 H 2.90605 3.26656 -1.84296  0.079
50 H -2.28902 4.17273 3.08166  0.122
51 H 1.45862 3.85146 -2.68829  0.105
52 H -3.82492 -2.65703 4.51619  0.090
53 H 4.35718 0.52568 -0.81113  0.102
54 H 1.87025 5.22734 1.27269  0.093
55 H -2.52409 -4.12130 1.58941  0.054
56 H 1.88540 1.42118 -4.54908  0.130
57 H 5.51819 -0.62086 -0.02113  0.091
58 H 0.28070 -4.32872 -1.32785  0.074
59 H -3.51071 -2.57324 2.79131  0.087
60 H -4.39092 3.70476 2.44546  0.088
61 H -2.92949 -0.66113 5.56612  0.119
62 H 0.90192 0.21591 -3.69830  0.069
63 H -4.31593 3.10921 0.72212  0.094
64 H 0.35656 5.20713 0.20498  0.108
65 H 4.09156 -1.15504 -0.97075  0.079
66 H 3.12427 3.40531 1.34558  0.130
67 H 5.22860 -0.10278 2.07960  0.118
68 H -2.37211 -3.47210 3.77963  0.095
69 H 2.53481 1.82485 0.84750  0.067
70 H 2.79131 -4.22011 -1.68309  0.121
71 H -4.81432 2.01742 2.00282  0.103
72 H 0.25331 4.83294 1.87667  0.084
73 H 3.72358 0.02192 2.98693  0.129

2S+1 = 1
E = -81314.03634 eV
Kohn-Sham gap = 4.679 eV
E_HOMO = -0.5528 hartree
LUMO level = -10.36 eV
net charge = +2

***

Question: Which value of Kohn-Sham gap does entry 2 give?
Answer: 9.628 eV